Below is 14 unconnected molecules or ions with the total composition C57H122F21N7O25S7, with properties calculated with ωB97M-V/def2-TZVPD.

ORCA input file:
```
! wB97M-V def2-TZVPD RIJCOSX def2/J DEFGRID3
* xyz -1 2
H -0.717 -3.114 2.943
H -2.026 -4.283 3.047
H -2.465 9.390 5.606
H -9.585 -5.951 -1.668
S -3.576 3.714 -1.649
C 3.154 -5.269 0.132
H -1.932 -2.934 8.983
H -0.951 -2.168 5.485
C -1.844 -1.961 0.032
N -2.510 0.410 0.093
H -8.398 -3.669 -1.495
C 8.783 -0.720 3.344
C -5.533 -3.736 -2.518
S -3.414 0.374 3.772
H -0.317 3.578 -4.605
O -4.836 -0.572 -1.135
O 5.251 1.586 3.868
H 2.431 5.443 3.420
H -6.892 -4.890 -4.822
F 5.881 3.192 0.901
H -1.511 3.571 -3.533
O 1.329 0.492 -6.604
N -1.109 4.116 -4.283
O 1.304 -4.077 -0.849
H -9.429 -3.479 -7.495
H -8.322 -4.546 -6.711
O -0.282 1.249 -0.967
C -8.574 -5.927 -1.260
C 1.041 1.777 -1.161
H -7.228 -2.390 -4.610
F 3.009 2.053 2.029
C -1.483 9.606 3.649
H 12.478 -0.260 -1.385
H -1.589 7.536 4.220
C 1.292 6.519 -6.874
C -0.296 6.230 -5.225
H -3.371 -1.949 -3.582
H -2.163 4.396 2.890
H -8.032 -7.555 -2.687
C -2.651 -7.429 0.346
C -7.985 -3.099 -4.276
H -2.140 -5.657 5.470
H 5.744 -0.527 2.209
F -5.881 4.272 -2.816
F -4.740 2.724 -3.837
H -0.639 10.178 3.264
H 11.672 -1.877 -1.614
S -6.143 -0.357 -0.556
H -5.086 -4.015 -1.564
O -6.903 -1.587 -0.249
H -2.339 9.717 2.983
C 1.897 -4.445 0.367
H 4.801 6.955 2.961
H -2.991 -2.626 7.652
H -1.655 6.045 -3.746
H -0.208 4.957 -1.916
C -0.998 -4.085 3.351
H -0.829 -6.375 4.878
H 5.463 -2.260 0.533
C 8.193 -0.299 -0.235
H -8.701 -6.282 -0.237
H 0.587 7.146 -7.421
H -2.647 10.959 4.893
C -1.183 0.719 -5.309
H 2.256 -7.317 1.752
C -1.103 4.180 2.756
C -0.200 -0.180 -0.946
H 9.707 -0.978 -2.276
H 8.002 -0.902 4.083
S -2.278 -5.736 -0.594
H 1.175 5.069 -3.040
F 4.087 4.217 1.588
H -5.995 -6.656 -3.392
H 11.922 -0.759 -2.984
H 0.723 -0.612 -0.558
C -7.528 -4.536 -4.010
O -2.869 -5.894 -1.921
H 9.633 -0.234 3.822
C -1.430 -3.121 5.711
H 8.088 -2.642 0.656
H -5.651 -6.110 -1.754
H -1.093 6.346 -5.959
C -8.590 -3.494 -6.799
O 3.682 0.977 5.636
H 1.328 4.500 1.536
O 1.131 -0.063 -4.263
C 2.643 1.581 3.207
H 9.029 0.782 1.897
H 3.313 -1.594 -0.495
O 1.105 2.315 -4.961
H -9.884 -3.483 -5.064
H 0.506 -4.611 -0.861
H -2.699 -3.234 -4.456
H -1.872 4.105 -4.945
C 10.302 -0.318 -1.644
C -6.433 -6.189 -2.510
H 3.079 -6.318 -2.366
C 4.272 -7.469 -0.191
F -7.089 1.859 -1.802
C 2.397 -6.874 -1.722
H 3.523 -0.007 -0.088
C -4.667 3.893 -3.187
H -0.486 3.533 0.727
F -2.457 1.579 5.927
H 1.858 -8.572 0.428
H 9.344 -2.878 3.004
H 0.488 4.494 4.221
O -6.021 0.435 0.665
C -0.194 5.088 3.612
H -2.485 -2.281 0.854
C -1.951 -2.544 7.966
O -3.217 -0.957 3.155
O 2.919 4.699 -0.934
C -8.998 -2.957 -5.420
C 0.581 5.280 1.392
H -2.774 0.805 0.985
O 5.135 4.680 -2.035
H 2.247 -3.526 0.837
H 1.830 6.926 4.176
F -1.772 1.435 -6.336
N -6.819 -4.677 -2.655
H 0.973 2.806 -1.514
C -7.793 -4.573 -1.426
O 0.852 5.668 -5.843
H 2.488 -7.938 -1.937
O -2.438 2.815 -1.965
F 5.639 5.404 0.772
S 0.770 0.910 -5.291
H 10.150 -1.805 2.004
H -1.261 6.924 1.963
H -6.074 -2.800 -2.380
F -2.001 -8.442 -0.250
C -2.256 0.424 5.328
H -2.597 -3.379 -2.714
F -6.822 0.076 -3.113
H 0.120 7.937 1.625
F -1.514 -0.589 -5.474
H -8.382 -5.211 -3.946
H 2.939 6.742 1.381
H 1.386 -6.470 -1.691
H 1.606 5.835 -7.662
H 2.228 8.242 2.136
C -0.396 7.402 2.423
F 2.384 0.291 3.174
C 3.807 -0.996 0.271
C -7.237 0.544 -1.931
H -0.777 5.598 4.379
H 3.759 -5.240 1.038
S 4.251 4.018 -1.058
C 5.028 4.200 0.677
C 0.222 5.511 -2.751
F -2.711 -0.401 6.238
H 10.239 0.174 0.388
F -0.941 0.292 4.981
H 3.844 -4.956 -0.652
H 0.984 -7.130 0.553
S 3.975 1.919 4.522
H -1.011 -2.664 0.046
O -3.012 -4.706 0.102
H -0.043 7.264 -4.988
H 5.625 -1.141 -0.835
C 1.967 6.410 3.225
C -1.930 10.152 5.041
H 4.561 -7.585 0.853
C 5.284 -1.239 0.196
H -0.782 -5.616 6.365
H 4.121 8.342 3.771
C -0.655 4.435 1.315
C -4.564 -3.758 -3.699
H -9.285 -1.911 -5.532
H 7.479 1.009 2.703
H 4.603 8.517 2.067
H -1.348 5.045 0.735
H 4.091 -8.403 -0.723
H -1.034 10.408 5.607
H -4.241 -4.769 -3.947
F -8.536 0.239 -1.749
H 7.694 -0.940 -0.962
C -0.742 5.478 -3.931
O -4.778 0.546 4.279
H 0.238 -4.031 5.082
O -3.121 5.102 -1.369
H -0.371 -0.563 -1.952
F -2.396 -7.379 1.651
H -7.214 -7.557 -1.089
F -3.916 -7.698 0.065
H -3.294 -0.071 -0.325
C 6.082 -0.382 1.183
H 2.197 7.054 -6.586
O -2.948 1.491 2.911
H 7.050 -2.467 2.033
H 1.648 1.677 -0.261
H 0.398 6.534 -2.418
C 7.961 -2.077 1.579
O -0.809 -5.548 -0.607
C 4.180 7.837 2.806
C -7.613 -6.937 -1.893
C 1.984 -7.529 0.717
H 7.950 0.755 -0.368
H -7.738 -2.934 -7.183
H -1.504 -1.550 7.953
H -0.227 -4.760 2.978
O 3.871 3.339 4.834
C 11.716 -0.831 -1.916
C 9.754 -0.538 -0.281
H -2.560 -2.060 -0.784
H 5.904 0.673 0.976
O 4.199 2.569 -1.285
H -0.035 8.249 4.395
H -0.928 -0.355 1.134
C -0.864 8.156 3.694
H -2.288 1.177 -0.525
N -1.134 -5.579 5.420
C 9.183 -1.930 2.491
H -0.972 3.146 3.076
C -0.811 -4.205 4.838
N 0.509 6.114 2.692
F -1.723 1.221 -4.156
H 4.956 -6.774 -0.680
F -4.148 4.796 -3.968
O -4.497 3.161 -0.625
N 2.917 -6.759 -0.257
H 1.658 1.221 -1.867
H -8.423 -2.726 -3.350
H -7.131 -4.410 -0.576
H 10.133 0.687 -2.029
C 2.817 7.337 2.286
H 10.152 -1.490 0.070
O -1.304 -3.453 7.112
H -2.477 -2.918 5.482
N 7.612 -0.607 1.158
C -1.287 -0.536 0.121
F 1.552 2.282 3.560
H -5.071 -3.321 -4.559
C 8.187 0.259 2.352
C -3.232 -3.029 -3.528
H 3.288 -1.289 1.183
H 0.896 5.964 0.604
H 1.175 -5.010 0.956
*
```

Expectation value of S²   0.7504
Molar mass   1929.05 g mol⁻¹
DFT total energy   -9393.6266 hartree

Löwdin population analysis, charges in e, atoms 1 to 99: 0.09 0.09 0.07 0.10 0.55 -0.10 0.09 0.12 -0.05 0.26 0.12 -0.14 -0.06 0.53 0.10 -0.35 -0.38 0.11 0.12 0.11 0.09 -0.36 0.23 -0.06 0.07 0.06 -0.21 -0.13 -0.08 0.11 0.12 -0.23 0.07 0.10 -0.12 -0.18 0.08 0.12 0.11 -0.64 -0.18 0.11 0.13 0.14 0.13 0.10 0.07 0.50 0.12 -0.37 0.10 -0.24 0.07 0.09 0.14 0.07 -0.04 0.00 0.09 -0.05 0.11 0.09 0.07 -0.54 0.05 -0.11 -0.13 0.11 0.13 0.51 0.09 0.12 0.13 0.08 0.12 -0.11 -0.33 0.12 -0.18 0.13 0.11 0.12 -0.10 -0.36 0.12 -0.35 -0.67 0.11 0.08 -0.36 0.10 -0.01 0.08 0.16 -0.29 -0.09 0.11 -0.02 0.13